Entry 1:
Formula: C20H23N3O3S2
Source: OMol25
Level of theory: ωB97M-V/def2-TZVPD

Last columns: bonded neighbours and bond lengths (Å).
CARTESIAN COORDINATES (ANGSTROEM)
1 O 2.93 1.54 2.25  C2 1.215
2 C 1.76 1.86 2.14  O1 1.215, C3 1.520, N15 1.360
3 C 0.81 1.92 3.32  C2 1.520, C4 1.529, H29 1.091, H30 1.093
4 C 1.39 1.25 4.57  C3 1.529, C5 1.537, H31 1.090, H32 1.092
5 C 1.69 -0.24 4.36  C4 1.537, C6 1.493, H33 1.089, H34 1.093
6 C 0.60 -0.95 3.63  C5 1.493, C7 1.364, C14 1.430
7 C -0.67 -1.20 4.05  C6 1.364, N8 1.373, H35 1.074
8 N -1.38 -1.83 3.06  C7 1.373, C9 1.364, H36 1.005
9 C -0.57 -2.02 1.98  N8 1.364, C10 1.389, C14 1.417
10 C -0.81 -2.62 0.75  C9 1.389, C11 1.378, H37 1.080
11 C 0.23 -2.69 -0.15  C10 1.378, C12 1.398, H38 1.080
12 C 1.48 -2.15 0.15  C11 1.398, C13 1.378, H39 1.081
13 C 1.73 -1.53 1.36  C12 1.378, C14 1.394, H40 1.079
14 C 0.69 -1.46 2.30  C6 1.430, C9 1.417, C13 1.394
15 N 1.25 2.24 0.94  C2 1.360, C16 1.443, C28 1.450
16 C -0.11 2.64 0.65  N15 1.443, C17 1.534, H41 1.087, H42 1.097
17 C -0.75 1.62 -0.30  C16 1.534, N18 1.439, H43 1.090, H44 1.102
18 N 0.06 1.55 -1.49  C17 1.439, S19 1.647, C27 1.442
19 S -0.65 1.23 -2.94  N18 1.647, O20 1.430, O21 1.432, C22 1.775
20 O 0.34 1.40 -3.95  S19 1.430
21 O -1.86 2.00 -2.98  S19 1.432
22 C -1.12 -0.48 -2.92  S19 1.775, C23 1.360, S26 1.717
23 C -0.57 -1.49 -3.65  C22 1.360, C24 1.412, H45 1.074
24 C -1.25 -2.71 -3.46  C23 1.412, C25 1.360, H46 1.075
25 C -2.29 -2.60 -2.59  C24 1.360, S26 1.721, H47 1.072
26 S -2.47 -0.99 -2.00  C22 1.717, C25 1.721
27 C 1.42 1.14 -1.24  N18 1.442, C28 1.532, H48 1.089, H49 1.099
28 C 2.06 2.13 -0.26  N15 1.450, C27 1.532, H50 1.091, H51 1.095
29 H -0.12 1.41 3.05  C3 1.091
30 H 0.58 2.96 3.53  C3 1.093
31 H 2.31 1.76 4.85  C4 1.090
32 H 0.66 1.37 5.38  C4 1.092
33 H 2.61 -0.32 3.79  C5 1.089
34 H 1.85 -0.70 5.34  C5 1.093
35 H -1.14 -0.97 4.99  C7 1.074
36 H -2.33 -2.15 3.14  N8 1.005
37 H -1.78 -3.04 0.52  C10 1.080
38 H 0.08 -3.17 -1.10  C11 1.080
39 H 2.27 -2.23 -0.58  C12 1.081
40 H 2.69 -1.11 1.58  C13 1.079
41 H -0.70 2.74 1.56  C16 1.087
42 H -0.08 3.61 0.14  C16 1.097
43 H -1.74 1.95 -0.61  C17 1.090
44 H -0.82 0.64 0.19  C17 1.102
45 H 0.28 -1.34 -4.29  C23 1.074
46 H -0.97 -3.63 -3.94  C24 1.075
47 H -2.97 -3.36 -2.27  C25 1.072
48 H 1.94 1.15 -2.20  C27 1.089
49 H 1.45 0.13 -0.81  C27 1.099
50 H 3.05 1.79 0.04  C28 1.091
51 H 2.14 3.11 -0.73  C28 1.095

As for the highest occupied orbital energy: -0.29302 hartree. As for the frontier orbital gap: 8.32 eV. As for the energy: -1962.30817 a.u. The structure (SMILES) is O=C(CCCc1c[nH]c2ccccc12)N1CCN(S(=O)(=O)c2cccs2)CC1.

Atom charges from the Löwdin analysis, given in e for atoms 1 to 2: 0.057, -0.443

---

Entry 2:
Formula: C20H23N3O4
Source: OMol25
Level of theory: ωB97M-V/def2-TZVPD

Last columns: bonded neighbours and bond lengths (Å).
CARTESIAN COORDINATES (ANGSTROEM)
1 C -7.32 -1.56 -1.04  O2 1.406, H28 1.095, H29 1.089, H30 1.095
2 O -6.72 -1.29 0.21  C1 1.406, C3 1.364
3 C -5.40 -0.93 0.23  O2 1.364, C4 1.390, C27 1.396
4 C -4.59 -0.79 -0.89  C3 1.390, C5 1.384, H31 1.078
5 C -3.26 -0.42 -0.75  C4 1.384, C6 1.388, H32 1.076
6 C -2.72 -0.19 0.51  C5 1.388, N7 1.402, C26 1.395
7 N -1.39 0.20 0.71  C6 1.402, C8 1.352, H33 1.010
8 C -0.40 0.31 -0.20  N7 1.352, O9 1.210, C10 1.549
9 O -0.52 0.17 -1.40  C8 1.210
10 C 0.95 0.76 0.41  C8 1.549, C11 1.504, N17 1.463, H34 1.099
11 C 1.05 2.25 0.24  C10 1.504, C12 1.391, C16 1.389
12 C 0.87 2.84 -1.00  C11 1.391, C13 1.382, H35 1.079
13 C 0.94 4.22 -1.14  C12 1.382, C14 1.385, H36 1.080
14 C 1.20 5.02 -0.04  C13 1.385, C15 1.384, H37 1.080
15 C 1.37 4.44 1.20  C14 1.384, C16 1.384, H38 1.080
16 C 1.30 3.06 1.35  C11 1.389, C15 1.384, H39 1.081
17 N 2.00 0.00 -0.26  C10 1.463, C18 1.445, C19 1.344
18 C 3.13 0.67 -0.86  N17 1.445, H40 1.093, H41 1.090, H42 1.088
19 C 1.80 -1.32 -0.25  N17 1.344, O20 1.223, C21 1.530
20 O 0.87 -1.82 0.38  C19 1.223
21 C 2.76 -2.23 -1.02  C19 1.530, N22 1.448, H43 1.093, H44 1.088
22 N 3.63 -2.93 -0.11  C21 1.448, C23 1.352, H45 1.008
23 C 4.87 -2.50 0.19  N22 1.352, C24 1.513, O25 1.215
24 C 5.57 -3.34 1.24  C23 1.513, H46 1.088, H47 1.087, H48 1.086
25 O 5.39 -1.55 -0.36  C23 1.215
26 C -3.54 -0.33 1.63  C6 1.395, C27 1.376, H49 1.081
27 C -4.86 -0.70 1.50  C3 1.396, C26 1.376, H50 1.078
28 H -6.83 -2.39 -1.55  C1 1.095
29 H -8.35 -1.83 -0.82  C1 1.089
30 H -7.31 -0.68 -1.69  C1 1.095
31 H -4.98 -0.97 -1.88  C4 1.078
32 H -2.64 -0.32 -1.62  C5 1.076
33 H -1.13 0.28 1.68  N7 1.010
34 H 0.97 0.50 1.48  C10 1.099
35 H 0.65 2.22 -1.86  C12 1.079
36 H 0.80 4.66 -2.11  C13 1.080
37 H 1.26 6.09 -0.15  C14 1.080
38 H 1.57 5.06 2.07  C15 1.080
39 H 1.44 2.62 2.32  C16 1.081
40 H 2.96 0.87 -1.92  C18 1.093
41 H 4.04 0.08 -0.75  C18 1.090
42 H 3.29 1.63 -0.36  C18 1.088
43 H 2.15 -2.96 -1.56  C21 1.093
44 H 3.38 -1.68 -1.73  C21 1.088
45 H 3.19 -3.64 0.46  N22 1.008
46 H 5.04 -3.26 2.19  C24 1.088
47 H 5.59 -4.38 0.94  C24 1.087
48 H 6.59 -2.98 1.37  C24 1.086
49 H -3.13 -0.15 2.62  C26 1.081
50 H -5.50 -0.81 2.36  C27 1.078

As for the highest occupied orbital energy: -0.28673 hartree. As for the frontier orbital gap: 8.45 eV. As for the energy: -1241.19697 a.u. The structure (SMILES) is COc1ccc(NC(=O)[C@H](c2ccccc2)N(C)C(=O)CNC(C)=O)cc1.

Atom charges from the Löwdin analysis, given in e for atoms 1 to 2: -0.095, -0.090

---

Entry 3:
Formula: C20H23N3O4
Source: OMol25
Level of theory: ωB97M-V/def2-TZVPD

Last columns: bonded neighbours and bond lengths (Å).
CARTESIAN COORDINATES (ANGSTROEM)
1 O -1.23 2.46 -4.43  C2 1.211
2 C -0.91 2.14 -3.31  O1 1.211, C3 1.525, N17 1.355
3 C -1.96 1.83 -2.25  C2 1.525, O4 1.423, H28 1.097, H29 1.095
4 O -1.63 0.66 -1.50  C3 1.423, C5 1.341
5 C -1.81 0.71 -0.17  O4 1.341, O6 1.204, C7 1.517
6 O -2.16 1.70 0.41  C5 1.204
7 C -1.56 -0.63 0.49  C5 1.517, C8 1.529, C15 1.539, C16 1.532
8 C -0.60 -1.52 -0.30  C7 1.529, C9 1.529, H30 1.091, H31 1.091
9 C -0.43 -2.85 0.43  C8 1.529, C10 1.528, C14 1.528, H32 1.096
10 C 0.13 -2.62 1.83  C9 1.528, C11 1.528, H33 1.092, H34 1.093
11 C -0.85 -1.74 2.62  C10 1.528, C12 1.528, C16 1.526, H35 1.095
12 C -2.20 -2.43 2.72  C11 1.528, C13 1.528, H36 1.092, H37 1.092
13 C -2.75 -2.67 1.31  C12 1.528, C14 1.528, C15 1.528, H38 1.096
14 C -1.79 -3.55 0.52  C9 1.528, C13 1.528, H39 1.092, H40 1.092
15 C -2.93 -1.33 0.59  C7 1.539, C13 1.528, H41 1.093, H42 1.092
16 C -1.01 -0.40 1.90  C7 1.532, C11 1.526, H43 1.091, H44 1.092
17 N 0.40 2.02 -2.96  C2 1.355, C18 1.409, H45 1.013
18 C 0.98 1.76 -1.71  N17 1.409, C19 1.394, C27 1.395
19 C 0.66 2.54 -0.60  C18 1.394, C20 1.386, H46 1.078
20 C 1.22 2.30 0.64  C19 1.386, C21 1.380, H47 1.078
21 C 2.13 1.27 0.75  C20 1.380, N22 1.378, C26 1.408
22 N 2.84 0.76 1.81  C21 1.378, C23 1.380, H48 1.005
23 C 3.63 -0.30 1.41  N22 1.380, O24 1.204, N25 1.383
24 O 4.36 -0.97 2.09  C23 1.204
25 N 3.40 -0.44 0.05  C23 1.383, C26 1.376, H49 1.005
26 C 2.49 0.50 -0.38  C21 1.408, N25 1.376, C27 1.379
27 C 1.93 0.74 -1.62  C18 1.395, C26 1.379, H50 1.079
28 H -2.08 2.68 -1.56  C3 1.097
29 H -2.90 1.66 -2.77  C3 1.095
30 H -0.99 -1.69 -1.30  C8 1.091
31 H 0.37 -1.02 -0.39  C8 1.091
32 H 0.26 -3.49 -0.14  C9 1.096
33 H 0.26 -3.57 2.34  C10 1.092
34 H 1.10 -2.13 1.77  C10 1.093
35 H -0.45 -1.57 3.62  C11 1.095
36 H -2.10 -3.39 3.24  C12 1.092
37 H -2.90 -1.81 3.29  C12 1.092
38 H -3.73 -3.16 1.38  C13 1.096
39 H -1.67 -4.52 1.03  C14 1.092
40 H -2.18 -3.74 -0.48  C14 1.092
41 H -3.33 -1.49 -0.41  C15 1.093
42 H -3.62 -0.70 1.14  C15 1.092
43 H -1.70 0.25 2.45  C16 1.091
44 H -0.05 0.11 1.84  C16 1.092
45 H 1.03 2.07 -3.75  N17 1.013
46 H -0.04 3.35 -0.71  C19 1.078
47 H 0.95 2.90 1.50  C20 1.078
48 H 2.81 1.09 2.76  N22 1.005
49 H 3.85 -1.13 -0.52  N25 1.005
50 H 2.19 0.15 -2.48  C27 1.079

As for the highest occupied orbital energy: -0.30572 hartree. As for the frontier orbital gap: 8.84 eV. As for the energy: -1241.27924 a.u. The structure (SMILES) is O=C(COC(=O)[C@]12C[C@H]3C[C@H](C[C@H](C3)C1)C2)Nc1ccc2[nH]c(=O)[nH]c2c1.

Atom charges from the Löwdin analysis, given in e for atoms 1 to 2: 0.074, -0.445